10
Properties=species:S:1:pos:R:3 method="wB97M-V/def2-TZVPD" e_homo_ha=-0.3361 largest_force_ha_per_bohr=0.0490 charge=0 energy_ha=-318.288579 e_lumo_ev=-0.52 homo_lumo_gap_ev=8.63 de_lowest_kj_mol=515.0
C 1.29 -0.08 -0.01
C 0.62 1.20 -0.01
C 0.40 -1.10 0.02
C -0.68 0.89 0.06
N -2.64 0.43 -0.05
N -2.16 -0.68 -0.04
N -0.83 -0.50 0.06
H 2.36 -0.16 -0.03
H 1.09 2.16 -0.03
H 0.56 -2.16 0.03

20
Properties=species:S:1:pos:R:3 method="wB97M-V/def2-TZVPD" s_squared=2.037 e_homo_ha="-0.1944 / -0.2982" largest_force_ha_per_bohr=0.0733 spin_multiplicity=3 charge=0 energy_ha=-490.515323 e_lumo_ev="0.90 / -0.63" homo_lumo_gap_ev="6.19 / 7.48" de_lowest_kj_mol=0.0
C 0.47 0.01 -0.11
C 1.64 0.64 0.08
C 0.13 -0.30 1.79
C -1.14 1.07 -1.50
C -1.41 -1.25 -0.89
N 2.20 0.50 1.30
N 2.48 1.38 -0.74
N -0.63 -1.28 2.40
N -0.49 -0.12 -1.09
O 1.36 -0.04 2.25
H -1.73 1.55 -0.72
H -0.41 1.80 -1.70
H -1.74 0.97 -2.31
H -1.81 -1.68 -1.81
H -0.83 -2.09 -0.51
H -2.25 -1.14 -0.07
H 2.70 1.17 -1.75
H 3.37 1.57 -0.16
H -1.68 -1.03 2.24
H -0.22 -1.73 3.31

11
Properties=species:S:1:pos:R:3 method="wB97M-V/def2-TZVPD" e_homo_ha=-0.3382 largest_force_ha_per_bohr=0.1606 charge=0 energy_ha=-281.449824 e_lumo_ev=0.13 homo_lumo_gap_ev=9.33 de_lowest_kj_mol=368.2
C -1.90 -0.42 0.06
N -0.35 -0.22 -0.29
N 0.16 1.08 -0.06
C 1.46 1.13 -0.11
C 2.04 -0.13 -0.01
N 2.76 -1.10 -0.02
H -2.05 -1.42 0.30
H -1.82 0.17 1.04
H -2.60 -0.16 -0.87
H 0.19 -1.01 -0.26
H 2.10 2.08 0.23

88
Properties=species:S:1:pos:R:3 method="wB97M-V/def2-TZVPD" e_homo_ha=-0.2788 largest_force_ha_per_bohr=0.0062 charge=0 energy_ha=-9757.599803 e_lumo_ev=-0.36 homo_lumo_gap_ev=7.22 de_lowest_kj_mol=11.9
Bi -0.06 -0.07 -0.56
Br -1.71 4.34 -3.12
C -1.89 3.99 -1.28
C -2.49 4.94 -0.45
C -2.67 4.71 0.89
Br -3.50 6.04 1.96
C -2.23 3.50 1.47
C -2.35 3.16 2.83
C -1.89 1.95 3.27
C -1.30 1.06 2.36
N -1.17 1.36 1.09
C -1.62 2.55 0.62
C -1.45 2.76 -0.79
O -0.94 1.83 -1.51
H -2.83 5.87 -0.88
H -2.81 3.85 3.51
H -1.98 1.66 4.31
H -0.93 0.09 2.67
C 4.20 2.52 4.97
C 4.99 1.67 4.21
C 4.43 0.93 3.18
C 3.07 1.04 2.89
C 2.29 1.92 3.65
C 2.85 2.65 4.68
P 2.21 0.10 1.58
C 3.59 -0.42 0.50
C 4.39 0.57 -0.07
C 5.44 0.23 -0.90
C 5.70 -1.10 -1.20
C 4.89 -2.09 -0.67
C 3.84 -1.75 0.19
C 1.72 -1.45 2.42
C 2.54 -1.96 3.40
C 2.22 -3.12 4.11
C 1.04 -3.75 3.84
C 0.15 -3.26 2.86
C -1.08 -3.92 2.67
C -1.97 -3.45 1.75
C -1.63 -2.33 0.96
C -0.45 -1.65 1.10
C 0.48 -2.10 2.10
H 4.64 3.10 5.77
H 6.05 1.58 4.42
H 5.05 0.27 2.59
H 1.24 2.03 3.41
H 2.23 3.32 5.26
H 4.19 1.61 0.15
H 6.07 1.02 -1.31
H 6.52 -1.36 -1.85
H 5.07 -3.13 -0.91
H 3.23 -2.54 0.61
H 3.47 -1.44 3.64
H 2.90 -3.50 4.86
H 0.76 -4.64 4.39
H -1.30 -4.79 3.27
H -2.92 -3.95 1.60
H -2.33 -2.03 0.20
O -1.55 -1.12 -1.62
C -2.64 -0.87 -2.46
C -3.25 -2.24 -2.73
C -4.49 -2.57 -3.17
C -4.64 -3.96 -3.40
C -3.50 -4.65 -3.12
S -2.25 -3.62 -2.58
C -3.66 0.03 -1.77
C -3.88 1.36 -1.97
C -4.79 1.93 -1.04
C -5.25 1.01 -0.15
S -4.60 -0.54 -0.44
C -2.19 -0.27 -3.78
C -0.92 -0.11 -4.22
C -0.84 0.42 -5.54
C -2.07 0.64 -6.08
S -3.32 0.21 -4.99
H -5.27 -1.84 -3.34
H -5.55 -4.42 -3.74
H -3.34 -5.71 -3.19
H -3.40 1.91 -2.76
H -5.08 2.97 -1.05
H -5.96 1.16 0.65
H -0.05 -0.37 -3.64
H 0.09 0.62 -6.05
H -2.31 1.04 -7.05
Cl 2.71 -0.52 -3.12
C 3.89 0.14 -4.26
Cl 3.17 0.60 -5.80
H 4.64 -0.63 -4.45
H 4.33 1.02 -3.81

10
Properties=species:S:1:pos:R:3 method="wB97M-V/def2-TZVPD" e_homo_ha="-0.2660 / -0.2603" largest_force_ha_per_bohr=0.1068 charge=0 energy_ha=-719.408633 e_lumo_ev="0.06 / 0.31" homo_lumo_gap_ev="7.30 / 7.40" de_lowest_kj_mol=450.6
C -0.38 1.41 -0.05
C -2.36 0.07 0.52
C 1.27 -0.62 -0.45
N -1.29 0.48 0.14
O -3.21 -0.68 0.81
O 2.55 -1.16 -0.35
S 1.21 1.02 -0.11
H -0.53 2.49 -0.14
H 0.39 -1.10 -0.50
H 2.35 -1.91 0.13

103
Properties=species:S:1:pos:R:3 method="wB97M-V/def2-TZVPD" e_homo_ha=-0.4864 largest_force_ha_per_bohr=0.0302 charge=+2 energy_ha=-4828.651983 e_lumo_ev=-4.48 homo_lumo_gap_ev=8.75
Ca 4.59 -0.26 -8.67
C -0.12 -3.19 -5.86
C 0.44 -1.78 -5.73
N -0.66 -0.82 -5.60
C -1.26 -0.13 -6.63
C -2.26 0.60 -6.09
N -2.23 0.38 -4.73
C -1.26 -0.48 -4.46
C -3.06 1.02 -3.72
H -0.72 -3.44 -4.99
H 0.68 -3.90 -6.05
H -0.79 -3.21 -6.72
H 1.03 -1.54 -6.61
H 1.13 -1.63 -4.91
H -0.87 -0.22 -7.63
H -2.94 1.31 -6.52
H -0.98 -0.81 -3.48
H -2.48 1.31 -2.85
H -3.83 0.33 -3.38
H -3.53 1.89 -4.16
C 7.00 0.56 -3.76
C 7.19 1.88 -4.50
N 8.60 2.05 -4.86
C 9.13 1.83 -6.11
C 10.47 1.95 -6.00
N 10.74 2.36 -4.71
C 9.58 2.40 -4.05
C 12.04 2.67 -4.12
H 7.76 -0.18 -4.05
H 6.05 0.06 -3.95
H 7.15 0.66 -2.68
H 6.85 2.74 -3.94
H 6.64 1.79 -5.43
H 8.57 1.60 -7.00
H 11.26 1.84 -6.72
H 9.50 2.68 -3.01
H 12.77 2.79 -4.91
H 12.36 1.84 -3.48
H 11.92 3.54 -3.49
C 3.41 -5.02 -7.30
C 3.90 -4.68 -5.91
N 4.88 -5.60 -5.34
C 4.96 -6.08 -4.06
C 6.11 -6.79 -3.97
N 6.73 -6.69 -5.20
C 5.95 -5.97 -6.00
C 7.94 -7.37 -5.62
H 2.67 -4.29 -7.62
H 2.93 -5.99 -7.34
H 4.28 -4.90 -7.96
H 3.08 -4.55 -5.20
H 4.37 -3.70 -5.92
H 4.20 -5.90 -3.32
H 6.49 -7.38 -3.16
H 6.17 -5.74 -7.03
H 7.72 -8.28 -6.17
H 8.45 -7.73 -4.72
H 8.57 -6.71 -6.21
C 3.88 3.16 -5.75
C 2.38 3.05 -5.60
N 2.00 2.79 -4.20
C 2.06 1.58 -3.55
C 1.66 1.79 -2.28
N 1.35 3.14 -2.18
C 1.56 3.70 -3.36
C 0.84 3.80 -0.96
H 4.34 2.37 -6.33
H 4.39 3.29 -4.79
H 4.15 4.07 -6.29
H 1.97 2.25 -6.23
H 1.83 3.92 -5.94
H 2.38 0.69 -4.07
H 1.49 1.12 -1.46
H 1.39 4.73 -3.60
H 1.06 3.11 -0.15
H -0.24 3.91 -1.06
H 1.36 4.73 -0.79
B 1.88 0.67 -9.39
F 0.89 0.56 -8.37
F 1.31 1.15 -10.53
F 2.94 1.47 -8.92
F 2.50 -0.62 -9.56
B 3.97 -0.75 -6.07
F 3.81 -1.81 -6.98
F 5.13 -0.05 -6.48
F 2.85 0.08 -6.32
F 4.04 -1.10 -4.73
C 5.59 4.13 -9.53
F 4.44 4.48 -8.93
F 5.34 3.55 -10.71
F 6.33 5.23 -9.73
S 6.51 2.93 -8.46
O 6.49 3.45 -7.11
O 5.67 1.73 -8.62
O 7.82 2.83 -9.03
C 7.61 -2.64 -6.50
F 7.97 -3.89 -6.10
F 6.52 -2.32 -5.78
F 8.61 -1.81 -6.17
S 7.28 -2.63 -8.32
O 6.56 -1.35 -8.47
O 8.57 -2.66 -8.91
O 6.43 -3.79 -8.47

64
Properties=species:S:1:pos:R:3 method="wB97M-V/def2-TZVPD" e_homo_ha=-0.0522 largest_force_ha_per_bohr=0.0189 charge=-2 energy_ha=-15121.343989 e_lumo_ev=3.89 homo_lumo_gap_ev=5.31 de_lowest_kj_mol=28.9
Bi 0.20 -0.21 -0.74
C -3.01 -1.76 3.27
N -1.83 -2.15 2.52
C -1.81 -3.18 1.64
C -0.60 -3.12 1.01
N 0.13 -2.06 1.49
C -0.67 -1.46 2.38
P -0.16 -0.07 3.43
C 1.63 -0.17 3.11
N 2.25 0.04 1.97
C 3.56 -0.27 2.19
C 3.73 -0.68 3.49
N 2.50 -0.60 4.07
C 2.17 -1.04 5.41
C -0.58 1.47 2.55
N 0.12 2.09 1.62
C -0.59 3.21 1.30
C -1.71 3.29 2.08
N -1.69 2.19 2.89
C -2.79 1.78 3.72
H -3.56 -2.66 3.55
H -3.64 -1.13 2.64
H -2.71 -1.23 4.17
H -2.68 -3.80 1.47
H -0.21 -3.74 0.23
H 4.29 -0.20 1.41
H 4.60 -1.01 4.04
H 3.09 -1.08 6.00
H 1.71 -2.03 5.40
H 1.48 -0.34 5.88
H -0.27 3.88 0.51
H -2.53 3.98 2.09
H -3.29 2.66 4.12
H -2.42 1.19 4.56
H -3.50 1.18 3.13
O -0.83 1.44 -5.51
C -0.99 2.24 -4.45
C -1.80 1.87 -3.39
C -1.77 2.63 -2.26
N -1.03 3.75 -2.10
C -0.34 4.11 -3.16
Br 0.76 5.68 -2.97
C -0.28 3.44 -4.37
H -1.08 0.53 -5.21
H -2.33 0.93 -3.42
H -2.31 2.31 -1.37
H 0.37 3.75 -5.17
Se -1.48 -1.48 -4.44
Sb -3.96 -1.10 -1.28
Se -1.45 -1.98 -2.15
Se -2.97 0.41 0.44
Se -4.94 -2.99 -0.05
S 1.20 0.76 -2.88
C 2.18 -0.57 -3.49
C 2.58 -0.51 -4.82
C 3.38 -1.49 -5.38
C 3.78 -2.57 -4.61
C 3.37 -2.66 -3.29
C 2.57 -1.67 -2.71
S 2.15 -1.86 -1.00
H 2.24 0.33 -5.42
H 3.67 -1.42 -6.43
H 4.39 -3.36 -5.04
H 3.66 -3.51 -2.69

80
Properties=species:S:1:pos:R:3 method="wB97M-V/def2-TZVPD" e_homo_ha=0.0004 largest_force_ha_per_bohr=0.0159 charge=-2 energy_ha=-3059.742271 e_lumo_ev=4.41 homo_lumo_gap_ev=4.40
Sn 0.40 -1.42 -1.17
C 4.47 -0.88 -3.16
C 4.32 0.32 -3.92
C 3.13 0.96 -3.93
C 2.01 0.43 -3.20
N 2.16 -0.74 -2.47
C 3.39 -1.33 -2.47
C 0.75 1.02 -3.13
C 0.43 2.21 -3.79
C -0.81 2.77 -3.70
C -1.79 2.09 -2.93
C -1.48 0.93 -2.29
N -0.21 0.35 -2.34
C -2.50 0.22 -1.51
C -3.84 0.64 -1.38
C -4.71 -0.12 -0.63
C -4.27 -1.30 -0.03
C -2.95 -1.64 -0.20
N -2.09 -0.89 -0.90
H 5.41 -1.40 -3.09
H 5.16 0.73 -4.47
H 3.01 1.87 -4.49
H 3.45 -2.22 -1.84
H 1.19 2.71 -4.39
H -1.05 3.70 -4.20
H -2.78 2.50 -2.84
H -4.18 1.54 -1.86
H -5.74 0.20 -0.51
H -4.93 -1.92 0.55
H -2.54 -2.55 0.23
O -2.82 -5.19 -1.71
Cl -1.40 -4.94 -1.61
O -0.66 -6.14 -1.97
O -1.07 -4.56 -0.24
O -1.02 -3.86 -2.50
O 3.32 -0.77 0.85
C 3.04 0.00 1.70
C 2.53 0.60 2.78
C 3.33 0.68 4.02
C 2.97 1.50 5.02
C 1.80 2.31 4.97
C 0.97 2.16 3.87
C 1.24 1.35 2.78
P 0.00 1.00 1.53
C -0.44 2.68 0.91
C 0.60 3.59 0.71
C 0.36 4.85 0.17
C -0.94 5.23 -0.17
C -1.98 4.33 0.01
C -1.73 3.06 0.53
C -1.48 0.53 2.54
C -1.63 -0.84 2.75
C -2.65 -1.34 3.55
C -3.55 -0.46 4.15
C -3.41 0.90 3.95
C -2.38 1.39 3.16
H 4.21 0.05 4.10
H 3.59 1.52 5.92
H 1.54 2.98 5.79
H 0.03 2.71 3.87
H 1.61 3.30 0.98
H 1.18 5.53 0.02
H -1.13 6.21 -0.57
H -2.99 4.60 -0.27
H -2.54 2.36 0.63
H -0.94 -1.53 2.27
H -2.76 -2.41 3.69
H -4.36 -0.84 4.76
H -4.09 1.60 4.43
H -2.28 2.46 3.02
C 2.23 -4.86 -2.82
O 2.41 -4.99 -1.40
C 2.18 -3.92 -0.70
C 2.31 -4.24 0.74
H 1.58 -5.68 -3.13
H 3.21 -4.93 -3.30
H 1.75 -3.91 -3.05
H 2.75 -5.22 0.95
H 1.28 -4.22 1.13
H 2.85 -3.43 1.24